(1)
ORCA calculation (ωB97M-V/def2-TZVPD) on a 4-piece molecular cluster, C2H13NO3S2 overall in a non-equilibrium geometry.

Its charge is -1. The calculation puts the LUMO energy (alpha / beta) at 2.81 / 2.73 eV. The relative energy (zero: lowest compared OMol25 entry of this formula, charge and spin) comes out at 45.5 kcal/mol. As for the spin multiplicity: 2.

```
21
Properties=species:S:1:pos:R:3:forces:R:3:mulliken_spin:R:1
N 0.783 -0.928 -2.121 2.86 -1.17 0.07 0.50
C 0.511 -1.693 -0.837 1.08 -0.06 -1.14 0.38
C -1.003 -1.997 -0.835 0.42 0.25 -1.79 0.20
S -1.561 -2.689 0.696 -1.28 -1.85 -0.37 0.00
S -1.486 -1.344 2.130 1.85 1.10 1.52 0.04
H 1.790 -1.332 -2.386 -2.41 1.62 0.23 -0.30
H 0.943 0.122 -1.965 -0.32 -2.37 -0.03 0.20
H 1.205 -2.667 -0.860 -1.89 1.92 0.18 -0.06
H 0.843 -1.089 0.022 -0.35 -0.29 0.03 -0.02
H -1.626 -1.117 -1.179 0.88 -0.85 0.55 -0.12
H -1.150 -2.804 -1.641 -0.09 0.96 1.28 -0.02
H -2.632 -0.731 2.409 -1.00 -0.14 -0.75 0.00
H 2.528 1.473 -1.645 -0.86 1.22 0.23 -0.01
H 1.005 1.591 -1.626 -0.34 0.55 0.16 -0.19
O 1.784 2.170 -1.525 1.39 -1.32 -0.38 0.04
H 1.010 4.135 -1.639 0.11 0.80 0.22 -0.06
H 2.052 4.055 -0.622 -0.97 1.52 -0.61 0.04
O 1.407 4.753 -0.983 0.81 -1.41 -0.71 0.23
H 1.353 4.423 1.037 -0.15 4.43 0.12 -0.07
H 0.818 3.280 0.624 -0.11 -1.46 -0.25 0.02
O 1.571 3.556 1.150 0.34 -3.47 1.43 0.22
```
Positions in Å, forces in eV/Å.

(2)
ORCA calculation (ωB97M-V/def2-TZVPD) on a 4-piece molecular cluster, C2H13NO4 overall in a non-equilibrium geometry.

As for the SMILES: CNCO.O.O.O. The calculation puts the LUMO energy at 0.62 eV. The relative energy (zero: lowest compared OMol25 entry of this formula, charge and spin) comes out at 29.3 kcal/mol.

```
20
Properties=species:S:1:pos:R:3:forces:R:3:lowdin_charge:R:1
C -0.046 -1.989 2.181 0.27 -0.41 -0.86 -0.13
N 0.671 -0.726 2.221 -0.32 0.39 0.43 -0.10
C 0.085 0.322 1.445 0.42 -0.30 -0.60 -0.32
O -1.273 0.653 1.721 -0.26 -0.12 0.07 -0.07
H -0.295 -2.216 1.139 -0.02 0.17 -0.01 0.08
H 0.633 -2.791 2.460 -0.11 -0.06 0.40 0.08
H -0.986 -2.062 2.734 0.07 0.10 0.26 0.07
H 0.837 -0.434 3.175 0.10 0.04 0.04 0.11
H 0.161 -0.022 0.402 -0.24 0.13 0.04 0.11
H 0.660 1.246 1.507 0.18 -0.09 0.26 0.12
H -1.597 0.108 2.446 0.06 0.07 -0.08 0.08
O 0.804 1.946 -1.628 0.91 -0.20 1.93 -0.03
H -0.042 1.673 -1.273 -0.33 0.08 -0.49 0.02
H 0.767 2.116 -2.543 -0.69 0.14 -1.46 0.00
O -2.954 0.355 -0.686 0.17 0.14 0.00 -0.05
H -2.195 0.027 -0.197 0.07 0.26 0.51 -0.01
H -3.193 -0.388 -1.231 -0.31 -0.33 -0.46 0.03
O 2.340 0.700 -4.823 0.03 -0.12 -0.12 -0.07
H 2.513 1.371 -4.148 0.36 -0.47 -0.19 0.03
H 3.110 0.112 -4.901 -0.35 0.58 0.33 0.04
```
Positions in Å, forces in eV/Å.

(3)
ORCA calculation (ωB97M-V/def2-TZVPD) on a 4-piece molecular cluster, C2H13NO4 overall.

As for the SMILES: CNCO.O.O.O. The calculation puts the LUMO energy at 0.47 eV. The relative energy (zero: lowest compared OMol25 entry of this formula, charge and spin) comes out at 11.1 kcal/mol.

```
20
Properties=species:S:1:pos:R:3:forces:R:3:lowdin_charge:R:1
C 1.649 0.951 0.312 -0.83 0.01 0.21 -0.09
N 0.356 1.622 0.464 0.27 0.00 -0.13 -0.11
C -0.743 0.766 0.723 -0.52 0.24 -0.22 -0.30
O -0.657 -0.046 1.914 0.44 0.02 -0.14 -0.08
H 1.505 0.152 -0.414 0.25 0.04 -0.19 0.08
H 2.377 1.671 -0.025 0.30 0.07 -0.24 0.08
H 1.990 0.500 1.239 0.26 -0.14 0.21 0.07
H 0.397 2.441 1.050 -0.04 0.05 0.12 0.11
H -0.848 0.101 -0.127 0.02 -0.40 0.16 0.08
H -1.665 1.346 0.769 0.06 0.19 0.08 0.13
H -0.206 0.502 2.566 -0.14 -0.08 0.18 0.09
O -0.373 -1.622 -1.821 0.00 -0.19 0.10 -0.07
H -0.441 -2.433 -2.337 -0.02 0.18 -0.17 0.05
H -0.234 -1.956 -0.917 0.02 -0.01 0.13 -0.01
O -0.079 -2.676 0.849 -0.03 0.22 0.14 -0.06
H 0.211 -1.914 1.383 -0.23 -0.11 -0.15 0.03
H -0.995 -2.797 1.130 0.16 -0.01 -0.03 0.06
O -0.951 1.257 -2.535 -0.30 0.32 -0.33 -0.07
H -0.899 0.334 -2.259 0.34 0.01 0.10 -0.02
H -0.395 1.799 -1.964 0.00 -0.41 0.18 0.01
```
Positions in Å, forces in eV/Å.